Below is a molecular structure, C14H10N6O4S3Ta, with properties calculated with ωB97M-V/def2-TZVPD.

Geometry as XYZ:
```
38
Properties=species:S:1:pos:R:3:forces:R:3
Ta -0.829 -0.246 0.179 0.04 0.15 0.06
N -0.841 -2.057 3.183 -0.01 0.00 -0.02
C -0.810 -0.736 3.293 -0.01 -0.07 -0.01
N -0.856 0.122 2.244 0.04 0.02 0.03
C -0.788 1.457 2.694 0.01 -0.04 0.02
C -0.715 1.593 4.023 -0.02 -0.01 0.00
S -0.724 0.053 4.810 0.01 0.03 -0.02
C -0.820 2.446 1.636 0.01 -0.06 0.03
C -0.778 3.778 1.726 -0.01 -0.01 -0.01
S -0.974 4.510 0.179 0.01 0.02 0.00
C -1.113 2.965 -0.548 -0.03 -0.02 -0.11
N -0.964 1.923 0.318 -0.05 0.09 -0.03
N -1.360 2.872 -1.849 0.00 -0.03 0.06
H -0.760 -2.522 2.294 0.01 0.01 0.01
H -0.782 -2.643 4.004 0.00 0.02 0.01
H -0.660 2.499 4.605 -0.01 0.01 0.00
H -0.675 4.388 2.609 0.01 -0.01 0.01
H -1.510 3.710 -2.392 0.00 0.00 0.00
H -1.602 1.998 -2.283 0.00 0.02 -0.01
O 1.889 -3.266 1.109 0.03 -0.02 0.03
C 1.598 -2.582 0.227 -0.05 0.04 -0.02
O 0.492 -1.489 0.489 -0.03 -0.13 -0.01
C 2.005 -2.291 -1.164 -0.03 0.04 -0.08
C 3.316 -2.062 -1.580 -0.01 -0.05 0.04
C 3.545 -1.291 -2.724 0.07 0.07 -0.08
C 2.513 -0.588 -3.334 -0.02 -0.08 0.06
C 1.225 -0.859 -2.873 -0.11 0.02 0.00
C 0.962 -1.822 -1.932 0.05 -0.01 0.01
N 0.136 0.081 -2.999 0.19 0.02 -0.08
O -0.027 0.805 -3.907 -0.04 -0.01 -0.01
O -0.638 0.170 -1.942 -0.07 -0.04 0.07
H 4.153 -2.426 -0.996 0.00 0.01 0.00
H 4.561 -1.130 -3.058 0.00 0.00 0.01
H 2.708 0.172 -4.081 -0.01 0.01 0.00
H -0.059 -2.089 -1.710 0.03 -0.03 0.01
S -4.858 -2.485 -0.179 0.12 0.06 0.00
C -3.527 -1.773 -0.076 -0.20 -0.11 0.01
N -2.433 -1.182 0.006 0.09 0.09 0.00
```
Positions in Å, forces in eV/Å.

Output
HOMO level = -17.1894 eV
Frontier orbital gap = 0.2053 Ha
Charge = +3
ΔE to the lowest compared entry with this formula, charge and spin = 12.5 kcal/mol
Multiplicity = 1